[1]
This record from the OMol25 dataset describes a molecular structure, C33H27ClN4O5S3Tc. The level of theory is ωB97M-V/def2-TZVPD.

Geometry as XYZ:
```
74
Properties=species:S:1:pos:R:3:forces:R:3
Tc -0.67481 0.08173 -0.52684 -0.3829 -0.3092 -0.2818
Cl -5.17901 -0.33454 -6.28315 0.0333 0.0114 0.0180
S -1.58479 3.10403 -0.88876 0.0773 -0.2831 0.0845
S 1.25727 2.07825 1.80498 0.2600 0.3748 -0.0409
S 3.69050 2.82872 0.55645 -0.3021 -0.0814 0.4152
O -2.02229 2.91531 -2.24821 0.0261 0.0236 0.0639
O -0.86510 -1.88305 -0.57036 0.2090 -0.1949 0.1275
O -0.48112 2.10858 -0.51663 -0.3206 0.3639 -0.1444
O -2.61003 3.11598 0.12935 0.0390 0.0466 0.0053
O -0.69589 0.07128 -2.53176 0.0537 0.0717 -0.5785
N -2.73727 0.16459 -0.45326 -0.0987 0.1472 0.1966
N 2.38400 0.80699 -0.41559 -0.0606 0.2944 0.1982
N 1.42592 -0.18595 -0.67171 0.3098 -0.1254 0.0318
N -0.99926 -0.12412 1.53582 -0.1421 0.0861 0.5098
C -0.42407 -0.39177 3.83790 0.0691 -0.0084 -0.0031
C -4.07689 0.23628 3.55651 0.0119 -0.0118 0.0284
C -3.09018 -0.00772 -2.85459 -0.0672 0.0117 -0.0122
C 1.11244 -4.31058 -3.24451 -0.0371 -0.0044 0.0044
C -1.74085 0.00243 -3.30168 0.3031 0.0386 0.4056
C -1.71324 -0.18006 4.21900 -0.0889 -0.0012 0.0196
C 4.14259 1.21949 4.92152 -0.0267 -0.0093 -0.0132
C -0.10609 -0.36558 2.46749 -0.1864 -0.3124 0.0917
C -4.97915 0.43940 2.55316 0.0097 -0.0112 -0.0327
C -4.13860 -0.10481 -3.80001 -0.0187 0.0169 0.0792
C -1.51749 -0.07241 -4.69524 -0.0308 -0.0235 -0.1385
C 3.43336 -1.32500 -1.49146 -0.0358 -0.0414 0.0244
C -2.31579 0.05123 1.89664 0.2405 -0.0172 -0.0963
C 3.81858 -0.87193 3.78735 0.0098 0.0189 -0.0100
C -0.18301 -4.60538 -2.80834 0.0079 0.0004 0.0007
C 1.75319 -3.20846 -2.73469 -0.0152 0.0213 0.0441
C 3.78525 -0.12405 4.95454 0.0074 0.0119 -0.0137
C 4.20869 -0.27811 2.59214 -0.0237 0.0118 0.0160
C -3.49980 0.10794 -1.49549 -0.0597 -0.0523 0.1006
C 1.94323 -1.22361 -1.27950 -0.0008 0.1469 -0.0900
C 4.52809 1.80676 3.72827 -0.0126 0.0243 -0.0033
C 2.29383 1.68192 0.51185 0.2096 -0.5503 -0.7498
C -2.55004 -0.17409 -5.58575 0.0340 0.0064 -0.0443
C -0.80784 -3.78487 -1.90365 -0.0181 -0.0909 -0.0478
C 4.96160 1.70990 1.25325 -0.0458 0.0195 -0.0055
C -4.57783 0.43629 1.20213 -0.1268 0.0762 0.0577
C -2.71423 0.03510 3.24091 -0.0106 0.0269 0.1229
C -0.69778 4.62230 -0.79452 0.1166 0.0101 0.0240
C -0.17716 -2.63075 -1.40690 -0.1935 0.2322 0.1357
C -3.87788 -0.19684 -5.13203 0.0205 -0.0020 -0.0676
C -3.26957 0.23344 0.86354 0.1206 -0.0334 -0.3276
C 4.56769 1.06394 2.55127 -0.0589 -0.0005 -0.0128
C 1.14407 -2.33803 -1.80448 0.1524 0.0085 0.0104
H -5.16454 -0.09817 -3.45275 0.0057 -0.0158 0.0080
H 0.36815 -0.55593 4.55333 0.0091 -0.0370 0.0319
H 3.96909 -0.61795 -0.87752 0.0614 0.0123 0.0694
H -1.34248 5.40194 -1.19291 0.0111 0.0192 0.0397
H 1.60754 -4.94122 -3.97008 -0.0010 0.0069 -0.0001
H -5.32436 0.62325 0.44322 0.0121 -0.0093 0.0060
H 3.76838 -2.33886 -1.28016 0.0187 0.0210 -0.0159
H 5.20665 0.96591 0.49697 -0.0144 0.0008 0.0020
H -2.35172 -0.23201 -6.64807 -0.0075 -0.0063 0.0007
H 4.11691 1.81001 5.82838 0.0131 -0.0075 -0.0035
H -4.38693 0.22696 4.59362 0.0066 0.0139 -0.0016
H -4.57618 0.13575 -1.34403 -0.0293 -0.0306 -0.0246
H -1.99318 -0.18446 5.26571 0.0019 0.0073 -0.0050
H 2.75437 -2.99885 -3.07922 0.0054 -0.0076 -0.0177
H 4.79012 2.85829 3.70034 0.0018 -0.0037 0.0150
H 4.23991 -0.86710 1.68447 -0.0083 -0.0256 -0.0739
H -0.70029 -5.47700 -3.18995 0.0042 0.0019 -0.0010
H 3.67201 -1.09645 -2.53243 -0.0165 -0.0029 0.0034
H 3.55347 -1.92224 3.80596 -0.0014 0.0195 -0.0104
H 5.82435 2.36264 1.39011 0.0271 -0.0084 -0.0260
H 3.49520 -0.58649 5.88991 -0.0080 0.0108 -0.0158
H -0.45077 4.80503 0.24906 -0.0028 0.0309 -0.0237
H -6.02216 0.60410 2.78752 -0.0007 0.0112 -0.0024
H 0.90138 -0.57481 2.13582 -0.0008 0.0193 -0.0145
H 0.20697 4.52266 -1.39055 -0.0465 0.0480 -0.0360
H -1.81572 -3.98129 -1.56126 0.0137 0.0076 -0.0015
H -0.48944 -0.04389 -5.03050 -0.0119 -0.0139 -0.0046
```
Positions in Å, forces in eV/Å.

## Properties
* energy above the lowest of the compared OMol25 structures with the same formula, charge and spin: 127.5 kJ/mol
* calculated total energy: -98084.93493 eV
* spin multiplicity: 4
* Kohn-Sham gap (spin up / spin down): 6.50 / 5.09 eV
* total charge: 0
* expectation value of S²: 3.766

[2]
This record from the OMol25 dataset describes a molecular structure, C29H33IrN6O3S in a non-equilibrium geometry. The level of theory is ωB97M-V/def2-TZVPD.

Geometry as XYZ:
```
73
Properties=species:S:1:pos:R:3:forces:R:3
Ir 0.41115 -0.26388 -0.30559 -0.8212 -0.4741 2.9893
S 1.89384 -2.75438 -1.06818 0.4872 0.1466 0.7361
O 3.12129 -3.35425 -0.67372 -0.0575 -0.0395 0.1035
O 1.93657 -1.45587 -1.74118 0.1855 0.2435 -0.5516
O -0.38260 -0.06822 -2.15977 0.1526 -0.6634 -0.6820
N 1.01085 -2.16660 0.24910 -0.2776 0.6777 -2.2896
N -0.81678 1.37180 -0.11554 -0.2058 0.6284 -0.4125
N -0.02050 0.90513 -4.27608 0.4786 -0.0939 -0.4920
N 2.06830 0.94157 0.13836 -0.0326 -0.2942 -0.4332
N -0.02510 -0.56685 1.95283 0.4843 0.4004 -0.8543
N -0.75264 1.70172 -5.12448 0.5109 -0.1124 -0.0850
C -0.15212 -1.15232 4.69478 0.0287 0.0091 -0.0113
C 0.46381 -2.05354 3.81246 0.0606 -0.2620 0.4302
C 1.00763 -0.55641 -5.94338 -0.1530 -0.3207 -0.0924
C 2.08956 2.32978 -0.39794 0.2135 0.1321 0.1014
C 0.48469 -1.72864 2.45018 0.1892 -0.2860 -0.3480
C 1.07903 -2.61010 1.52490 0.2266 -0.6886 1.0218
C 3.36780 -0.59219 -4.47927 -0.0147 0.1098 0.0613
C -1.00739 -4.31084 -3.27078 -0.0301 0.0019 0.0085
C 2.09745 -1.28112 -6.39944 -0.0617 0.0297 0.0224
C 1.06995 -3.26633 4.23740 0.0340 -0.0769 -0.1639
C -0.20702 -3.38610 -2.62961 0.1264 -0.1521 0.0446
C 3.28210 -1.29099 -5.67183 -0.0258 0.0006 -0.0293
C -1.92134 1.45054 -3.28156 -0.2734 0.0749 0.1800
C 1.17052 -5.22326 -1.76464 -0.0435 0.1693 -0.0858
C 0.87670 -3.86212 -1.88468 -0.2014 -0.2807 -0.1778
C -0.67890 0.01546 4.19369 -0.0655 0.0217 -0.0435
C -0.73112 -5.67193 -3.16005 0.0055 -0.0148 0.0096
C 1.66568 -4.11132 3.32529 -0.2287 0.1478 0.4687
C 2.27604 0.13022 -4.01529 0.2749 0.1978 0.0145
C -0.36125 2.71065 -0.59940 -0.1564 0.1595 0.2219
C 1.66958 -3.80171 1.96810 -0.2005 0.6358 -0.5163
C -1.89543 2.04416 -4.53752 -0.3889 0.0113 0.0955
C -2.90274 2.90089 -5.22174 0.0609 0.0140 0.0703
C 0.90716 3.11739 0.11047 0.0105 0.0917 -0.0557
C -0.73968 0.73112 -3.14375 -0.0599 -0.0390 0.5739
C -0.58245 0.27205 2.82918 0.0768 0.0293 -0.1508
C -0.20653 2.28056 -6.36067 0.0023 0.0162 0.0119
C 1.11390 0.14718 -4.75370 -0.2001 0.0899 0.0836
C 0.35145 -6.12716 -2.41674 -0.0533 -0.0284 -0.0300
H 2.07775 2.27057 -1.48655 0.0157 -0.0531 0.0087
H -1.65258 1.09455 -0.63096 -0.0420 0.1204 0.1147
H -0.99080 1.20461 2.46166 0.0332 0.0323 0.1727
H 0.56223 -7.18578 -2.35506 -0.0085 0.0030 0.0081
H 0.07516 -0.56705 -6.49505 0.0238 0.0181 -0.0158
H -3.18459 2.46748 -6.18184 -0.0018 -0.0191 0.0013
H -0.39582 -2.32445 -2.71395 0.0320 -0.0202 -0.0186
H 3.02403 2.81185 -0.10716 0.0695 -0.1531 0.0841
H -0.20437 -1.37710 5.75323 0.0219 0.0194 -0.0022
H 2.03229 -5.55432 -1.20175 0.0090 0.0046 -0.0110
H 4.13698 -1.84123 -6.04073 -0.0058 -0.0076 0.0118
H 2.85028 0.41845 -0.26171 0.0201 -0.0474 0.0841
H 2.33248 0.68336 -3.08701 0.0397 0.0299 -0.0641
H 4.29133 -0.59034 -3.91579 -0.0182 -0.0318 0.0083
H -1.36772 -6.38697 -3.66444 0.0138 0.0050 -0.0113
H 2.01743 -1.84440 -7.31898 0.0106 0.0358 -0.0193
H -0.17587 3.36363 -6.26670 -0.0119 0.0194 0.0591
H -1.84745 -3.97746 -3.86463 -0.0054 -0.0147 0.0050
H -0.20586 2.64610 -1.67223 0.0155 -0.0020 -0.0225
H 1.05779 -3.51863 5.29013 -0.0196 0.0173 -0.0108
H 0.79705 1.90696 -6.52780 -0.0078 -0.0129 0.0348
H -1.15013 3.44414 -0.42842 -0.1166 -0.1189 0.0654
H -1.08203 1.46625 0.85966 -0.1220 0.0206 -0.1296
H 2.12595 -5.02922 3.66387 0.0066 0.0033 -0.0145
H 2.20442 0.96076 1.14850 0.0455 -0.0133 0.0031
H -3.79623 2.99188 -4.61020 0.0104 0.0029 0.0050
H 2.14014 -4.46214 1.25447 -0.0038 -0.0481 0.0349
H -2.72797 1.50161 -2.56840 -0.0579 -0.0096 -0.0993
H -0.83766 2.01053 -7.20372 -0.0164 -0.0770 0.0109
H -2.51066 3.90092 -5.41411 0.0155 0.0026 0.0239
H 0.80739 2.99795 1.19636 0.0050 0.0963 -0.0180
H 1.08100 4.17933 -0.06358 0.0270 -0.0116 -0.0093
H -1.15666 0.74096 4.83652 -0.0345 -0.0025 -0.0337
```
Positions in Å, forces in eV/Å.

## Properties
* energy above the lowest of the compared OMol25 structures with the same formula, charge and spin: 278.4 kJ/mol
* calculated total energy: -59338.45075 eV
* spin multiplicity: 2
* Kohn-Sham gap (spin up / spin down): 5.05 / 5.20 eV
* total charge: +3
* expectation value of S²: 0.823

[3]
This record from the OMol25 dataset describes a single C3H7N3O molecule in a non-equilibrium geometry. The level of theory is ωB97M-V/def2-TZVPD.

Geometry as XYZ:
```
14
Properties=species:S:1:pos:R:3:forces:R:3
O 2.69342 -0.26727 -0.01060 -0.5270 -1.0242 -0.6290
N 1.37956 0.09954 0.30681 -0.5048 -0.5750 -0.4610
N -0.85017 -0.39472 -0.06831 0.3352 -0.1577 -0.3999
N -1.67270 -1.50739 0.04920 0.0979 -0.3528 0.9091
C -0.72753 2.00451 -0.19088 -2.0632 -2.2218 1.0736
C -1.37657 0.85552 0.12569 1.3663 1.4837 -0.2977
C 0.48806 -0.66485 -0.22748 1.2013 0.2847 -0.1988
H -1.21559 2.89321 0.02838 -0.7493 1.5586 0.2890
H -2.35617 -1.60653 -0.68966 -0.0953 0.4121 -0.0100
H -2.10434 -1.40708 0.96627 -0.2992 -0.6546 -0.3413
H -2.30872 0.74915 0.64573 -0.6525 0.7286 -0.1663
H 0.26783 2.02279 -0.48936 1.2969 -0.0119 -0.6719
H 0.60868 -1.50749 -0.91996 0.7962 0.0548 0.5768
H 3.26037 0.44104 0.28549 -0.2025 0.4755 0.3273
```
Positions in Å, forces in eV/Å.

## Properties
* energy above the lowest of the compared OMol25 structures with the same formula, charge and spin: 442.8 kJ/mol
* calculated total energy: -9738.44397 eV
* Kohn-Sham gap: 8.89 eV
* total charge: 0